(1)
Formula: H22O11
Source: OMol25
Level of theory: the ωB97M-V functional and the def2-TZVPD basis

Properties
* HOMO-LUMO gap: 10.28 eV
* SMILES: O.O.O.O.O.O.O.O.O.O.O
* E_HOMO: -10.9068 eV
* ΔE to the lowest compared entry with this formula, charge and spin: 398.7 kJ/mol

ORCA input file:
```
! wB97M-V def2-TZVPD RIJCOSX def2/J DEFGRID3
* xyz 0 1
O -0.24078 0.97300 0.27573
H -0.36178 0.49810 1.10568
H -0.83072 0.52349 -0.33983
O -2.91342 0.78454 -2.10837
H -1.96734 0.94690 -2.02139
H -3.02160 -0.12987 -1.82350
O 0.40275 -0.27810 -2.80557
H 0.90895 0.21694 -2.15159
H -0.37167 -0.58409 -2.32015
O 1.19885 -1.36158 1.69965
H 1.89680 -1.15214 1.06878
H 1.15573 -0.58450 2.26821
O -2.49439 2.62073 1.71755
H -2.70901 3.44115 2.17564
H -1.74144 2.85229 1.16218
O 3.80759 2.44673 0.12218
H 3.05124 1.86020 0.00856
H 4.32645 2.31838 -0.67988
O -1.80985 -3.34095 -2.61327
H -0.93807 -3.28785 -3.02091
H -2.16707 -2.45065 -2.70677
O -2.19908 2.89382 -4.03952
H -2.10321 2.11665 -3.47755
H -2.07378 3.63571 -3.43712
O -0.30189 -2.04626 2.77864
H -0.66409 -2.15813 1.89247
H -1.07521 -2.07396 3.35327
O 0.54174 -3.73848 1.19174
H 1.17000 -3.22717 1.71407
H -0.16266 -3.95105 1.81434
O 3.81783 0.96184 3.38698
H 3.27063 0.27664 2.98690
H 4.59850 0.99767 2.82284
*
```

(2)
Formula: C2H5O2S2
Source: OMol25
Level of theory: the ωB97M-V functional and the def2-TZVPD basis

Properties
* HOMO-LUMO gap: 6.72 eV
* E_HOMO: -4.0439 eV
* ΔE to the lowest compared entry with this formula, charge and spin: 83.6 kJ/mol

ORCA input file:
```
! wB97M-V def2-TZVPD RIJCOSX def2/J DEFGRID3
* xyz -1 1
C -0.60647 -0.33496 0.24908
S -2.42694 -0.23527 -0.02868
S -3.08157 0.44822 1.84796
H -0.49376 -0.91877 1.15475
H -0.22308 -0.91853 -0.59191
H -0.11237 0.62848 0.21811
H -3.71673 -0.70035 1.98309
O 3.39652 -0.00427 -2.12032
C 2.68863 0.50388 -1.25044
O 1.48304 0.87818 -1.26798
H 3.09272 0.65340 -0.19366
*
```

(3)
Formula: C2H23NO9
Source: OMol25
Level of theory: the ωB97M-V functional and the def2-TZVPD basis

Properties
* HOMO-LUMO gap: 10.29 eV
* SMILES: C=NC.O.O.O.O.O.O.O.O.O
* E_HOMO: -10.0730 eV
* ΔE to the lowest compared entry with this formula, charge and spin: 119.0 kJ/mol

ORCA input file:
```
! wB97M-V def2-TZVPD RIJCOSX def2/J DEFGRID3
* xyz 0 1
C -1.17553 -1.53523 -0.02133
N -1.29352 -0.29814 -0.17386
C -0.92100 0.64157 0.82605
H -1.65550 -2.21030 -0.73663
H -0.77374 -2.15753 0.79437
H -0.46978 1.53194 0.38015
H -0.23549 0.36818 1.63616
H -1.77222 1.07529 1.36915
O 3.89736 0.14447 0.22263
H 4.03380 0.18435 -0.71686
H 3.42336 -0.51159 0.72464
O 1.82350 1.46133 1.82014
H 2.31262 2.08457 2.36424
H 2.52974 0.95780 1.38694
O 0.42068 -1.02725 -4.02981
H 0.18993 -0.10223 -4.15996
H -0.27471 -1.55931 -4.41279
O 1.98810 -2.24070 1.48754
H 2.57794 -2.79740 2.00310
H 1.12336 -2.23578 1.90773
O 2.24870 -0.20674 4.31124
H 1.99740 -0.29816 3.39019
H 2.44683 0.71726 4.46853
O -3.91818 1.52246 1.07476
H -4.64555 1.81827 0.51928
H -3.18714 1.56885 0.45246
O -4.02828 1.07028 -1.52799
H -3.41744 0.91611 -2.24650
H -4.05379 0.32856 -0.91898
O 2.07877 -1.23368 -1.30387
H 1.32370 -1.23342 -1.90642
H 1.71115 -1.35538 -0.42139
O -1.55945 1.27331 -3.11044
H -0.93926 1.13452 -2.38454
H -1.80634 2.20371 -3.06791
*
```

(4)
Formula: C5H12O2
Source: OMol25
Level of theory: the ωB97M-V functional and the def2-TZVPD basis

Properties
* HOMO-LUMO gap: 10.60 eV
* E_HOMO: -9.5590 eV
* ΔE to the lowest compared entry with this formula, charge and spin: 221.4 kJ/mol

ORCA input file:
```
! wB97M-V def2-TZVPD RIJCOSX def2/J DEFGRID3
* xyz 0 1
C -1.60048 -0.71089 1.94772
O -0.21083 -0.50253 1.90867
C 0.08545 0.43399 -0.95790
C -0.49291 1.55545 -0.10860
C 1.60129 0.34490 -1.08066
C 1.35031 -1.14182 -1.27407
O 0.06946 -1.01076 -0.61129
H -2.09408 0.21394 2.26912
H -1.84773 -1.50358 2.66352
H -2.01293 -0.99640 0.96806
H -0.41945 0.46145 -1.92758
H 0.06573 1.75054 0.80879
H -1.54952 1.41527 0.13304
H -0.42086 2.44406 -0.75350
H 2.05895 0.51500 -0.09910
H 2.10124 0.93018 -1.84947
H 1.18926 -1.41803 -2.32367
H 2.03119 -1.85501 -0.80037
H 0.09591 -0.92575 1.08729
*
```

(5)
Formula: C5H7N
Source: OMol25
Level of theory: the ωB97M-V functional and the def2-TZVPD basis

Properties
* HOMO-LUMO gap: 7.83 eV
* E_HOMO: -7.1741 eV
* ΔE to the lowest compared entry with this formula, charge and spin: 355.7 kJ/mol

ORCA input file:
```
! wB97M-V def2-TZVPD RIJCOSX def2/J DEFGRID3
* xyz 0 1
C -1.84077 0.23157 -0.05280
C 1.85242 0.17561 0.16960
C -0.49101 0.83887 0.20729
N 0.43367 -0.02977 0.01935
C -1.60340 -1.20204 -0.44614
C -0.30035 -1.40166 -0.41898
H -0.28688 1.85742 0.51074
H -2.47411 0.30505 0.83707
H -2.36621 0.78288 -0.83914
H 2.08703 1.19702 0.47604
H 2.34492 -0.04209 -0.78088
H 2.23530 -0.52566 0.91459
H 0.40939 -2.18720 -0.59674
*
```

(6)
Formula: C27H21F3O4S2
Source: OMol25
Level of theory: the ωB97M-V functional and the def2-TZVPD basis

Properties
* HOMO-LUMO gap: 7.91 eV
* SMILES: O=S(=O)(C=[S@@](=O)(O[C@H](c1ccccc1)c1ccc(C(F)(F)F)cc1)c1ccccc1)c1ccccc1
* E_HOMO: -7.9847 eV

ORCA input file:
```
! wB97M-V def2-TZVPD RIJCOSX def2/J DEFGRID3
* xyz 0 1
O -0.20541 -0.60368 2.46082
S -1.24974 0.42377 2.49170
O -1.82058 0.82452 3.73931
C -0.51031 1.70488 1.58926
S -0.99183 2.93927 0.59445
O -2.12133 2.84495 -0.26711
O -1.06276 4.00250 1.71985
C -2.48339 4.62451 2.12852
C -3.78103 3.90744 1.87003
C -4.54794 3.66375 3.01881
C -5.91974 3.33078 2.96806
C -6.54674 3.13608 1.72337
C -5.78501 3.31589 0.56306
C -4.43836 3.69973 0.63581
C -2.15113 5.91535 1.38234
C -0.99851 6.59802 1.78012
C -0.31103 7.45334 0.92114
C -0.78553 7.56726 -0.38315
C 0.03568 8.27545 -1.40237
F -0.01062 7.64992 -2.62518
F 1.36321 8.34440 -1.06501
F -0.39371 9.56227 -1.60502
C -2.02280 7.06621 -0.76006
C -2.73706 6.27941 0.15768
C 0.38155 3.57388 -0.37790
C 1.37163 4.41798 0.12380
C 2.29184 4.95452 -0.77388
C 2.25240 4.60448 -2.11895
C 1.27104 3.73866 -2.59324
C 0.31066 3.23517 -1.73091
C -2.62067 -0.18876 1.49096
C -3.86950 0.39164 1.69469
C -4.96750 -0.00438 0.92309
C -4.79842 -0.99016 -0.05510
C -3.54595 -1.56729 -0.26706
C -2.44533 -1.16919 0.50040
H 0.53489 1.48163 1.40093
H -2.30632 4.71998 3.20844
H -4.11057 3.91448 3.98678
H -6.51849 3.26993 3.89966
H -7.60465 2.82491 1.67567
H -6.28601 3.22163 -0.42213
H -3.96837 3.92579 -0.31729
H -0.62258 6.41297 2.79369
H 0.55969 8.00829 1.28884
H -2.45717 7.29270 -1.72987
H -3.76864 5.95031 -0.03900
H 1.40973 4.65412 1.18881
H 3.03755 5.64171 -0.40482
H 2.98942 5.01547 -2.81012
H 1.22845 3.44044 -3.62907
H -0.50303 2.59464 -2.06418
H -3.97446 1.14000 2.48706
H -5.93787 0.45384 1.11184
H -5.65851 -1.30177 -0.64184
H -3.41583 -2.34898 -1.02367
H -1.46163 -1.61601 0.36264
*
```

(7)
Formula: C14H34NO4S2
Source: OMol25
Level of theory: the ωB97M-V functional and the def2-TZVPD basis

Properties
* HOMO-LUMO gap: 9.43 eV
* E_HOMO: -12.0884 eV

ORCA input file:
```
! wB97M-V def2-TZVPD RIJCOSX def2/J DEFGRID3
* xyz 1 1
C 1.60782 4.59759 1.71281
O 0.73488 4.21546 0.66780
C 0.34780 2.87450 0.71032
C -0.37694 2.53992 -0.58711
C -1.46483 1.46552 -0.47833
C -0.97920 0.03883 -0.72645
C 0.20274 -0.40080 0.16230
C 0.18538 -1.89358 0.48398
C -0.78632 -2.32219 1.59552
N -1.74555 -1.23975 2.02561
C -1.26111 -0.27920 3.09522
C -2.38548 0.04967 4.08151
C -2.30645 1.49583 4.60673
S -3.78992 2.48855 4.31795
H 2.64633 4.43838 1.41641
H 1.41265 4.02688 2.62458
H 1.44171 5.65020 1.92273
H 1.22326 2.22508 0.85093
H -0.32922 2.69276 1.56314
H 0.34683 2.25789 -1.35517
H -0.83302 3.46898 -0.93029
H -2.23201 1.69115 -1.21968
H -1.95159 1.55464 0.50141
H -0.70179 -0.07049 -1.77265
H -1.82805 -0.64567 -0.59076
H 1.12955 -0.20700 -0.37883
H 0.26073 0.22146 1.05703
H 1.18709 -2.20430 0.77976
H -0.03352 -2.43483 -0.43471
H -1.39879 -3.15442 1.25306
H -0.27721 -2.65468 2.49657
H -2.57192 -1.69820 2.40660
H -2.06215 -0.71358 1.21020
H -0.39758 -0.74364 3.55982
H -0.94964 0.63262 2.59028
H -3.33843 -0.06172 3.56079
H -2.36586 -0.65152 4.91395
H -1.44344 2.02503 4.20661
H -2.19091 1.50000 5.68833
H -3.58505 2.74156 3.02098
O 3.08533 -1.62214 -2.36583
S 1.95686 -1.41782 -3.22178
O 0.66544 -1.85529 -2.76900
O 2.25636 -2.00624 -4.65202
C 2.77372 -3.36283 -4.73965
C 1.69649 -4.40809 -4.55104
C 1.85542 0.27301 -3.69603
H 3.58536 -3.47602 -4.02094
H 3.19940 -3.41622 -5.73825
H 1.31136 -4.40848 -3.53226
H 2.11038 -5.39363 -4.76220
H 0.86275 -4.22605 -5.22831
H 2.82874 0.59176 -4.05731
H 1.57587 0.83665 -2.80792
H 1.09571 0.37449 -4.46641
*
```

(8)
Formula: C3H7O2P
Source: OMol25
Level of theory: the ωB97M-V functional and the def2-TZVPD basis

Properties
* HOMO-LUMO gap: 10.11 eV
* E_HOMO: -9.3396 eV
* ΔE to the lowest compared entry with this formula, charge and spin: 177.2 kJ/mol

ORCA input file:
```
! wB97M-V def2-TZVPD RIJCOSX def2/J DEFGRID3
* xyz 0 1
C -3.02627 0.22842 0.32435
C 1.63340 0.32482 -0.17827
C -1.10458 -0.59328 0.21520
O -3.87972 -0.20755 -0.34501
O -0.46838 2.06981 0.28544
P -0.13500 0.79528 -0.35826
H -3.00041 1.04562 1.03545
H 2.17993 0.52904 -1.09600
H 2.04630 0.92955 0.62657
H 1.72994 -0.73037 0.06409
H -1.20112 -1.44552 -0.43499
H -0.94964 -0.82830 1.25960
H -0.34498 0.79724 -1.73534
*
```

(9)
Formula: C18H23N3O3
Source: OMol25
Level of theory: the ωB97M-V functional and the def2-TZVPD basis

Properties
* HOMO-LUMO gap: 8.18 eV
* SMILES: CCOC(=O)NNC(=O)CCn1c2c(c3ccccc31)CCCC2
* E_HOMO: -7.5955 eV
* ΔE to the lowest compared entry with this formula, charge and spin: 172.9 kJ/mol

ORCA input file:
```
! wB97M-V def2-TZVPD RIJCOSX def2/J DEFGRID3
* xyz 0 1
C -6.96963 -0.94304 1.44403
C -7.08049 -0.22545 0.10692
O -6.06155 0.76733 -0.04524
C -4.86635 0.32603 -0.45822
O -4.57089 -0.81866 -0.71024
N -4.00875 1.36582 -0.64538
N -2.66860 1.07422 -0.91779
C -1.69023 1.91274 -0.50111
O -1.94732 2.97048 0.03654
C -0.29196 1.41027 -0.77634
C 0.35253 0.94994 0.54749
N 1.69961 0.50692 0.34831
C 2.10861 -0.78864 0.11525
C 3.45514 -0.82492 -0.10382
C 3.92667 0.51862 -0.03458
C 5.17851 1.11415 -0.17794
C 5.27700 2.48132 -0.04811
C 4.15400 3.26636 0.22243
C 2.90294 2.70474 0.37055
C 2.79509 1.32631 0.24201
C 4.21406 -2.08477 -0.35990
C 3.36674 -3.28254 0.07200
C 1.94954 -3.16599 -0.48666
C 1.21185 -1.97856 0.13895
H -6.99658 -0.22530 2.26029
H -6.03662 -1.49911 1.49014
H -7.79799 -1.63689 1.55306
H -8.01853 0.32751 0.03171
H -7.00234 -0.94314 -0.71574
H -4.14567 2.28099 -0.23372
H -2.53733 0.11597 -1.21613
H -0.30178 0.59032 -1.49420
H 0.30223 2.23036 -1.18193
H -0.23101 0.13395 0.98219
H 0.34879 1.78838 1.24992
H 6.04934 0.51084 -0.38807
H 6.23799 2.96277 -0.15723
H 4.26953 4.33621 0.31577
H 2.04207 3.32276 0.57899
H 5.16126 -2.07253 0.18443
H 4.45132 -2.16363 -1.42657
H 3.82776 -4.20889 -0.27567
H 3.31911 -3.31762 1.16253
H 1.39209 -4.08473 -0.29474
H 2.00545 -3.02484 -1.56819
H 0.28498 -1.78832 -0.40959
H 0.93942 -2.21771 1.17359
*
```

(10)
Formula: C15H16N6
Source: OMol25
Level of theory: the ωB97M-V functional and the def2-TZVPD basis

Properties
* HOMO-LUMO gap: 8.10 eV
* SMILES: Cc1cccc([C@H](C)Nc2ccc3ncnc(N)c3n2)n1
* E_HOMO: -7.9389 eV
* ΔE to the lowest compared entry with this formula, charge and spin: 0.0 kJ/mol

ORCA input file:
```
! wB97M-V def2-TZVPD RIJCOSX def2/J DEFGRID3
* xyz 0 1
C -2.34925 0.25077 4.00479
C -1.92331 -0.55968 2.82450
C -1.54877 -1.88277 3.06042
C -1.18366 -2.72045 1.99047
C -1.24321 -2.14759 0.69087
C -1.63989 -0.79203 0.53477
C -1.75318 -0.16955 -0.87802
C -3.11485 -0.53251 -1.42892
N -0.76347 -0.69044 -1.81813
C 0.53841 -0.24347 -1.86064
C 1.42994 -0.80262 -2.79242
C 2.73424 -0.30170 -2.87726
C 3.12008 0.69156 -1.99376
N 4.34658 1.20672 -2.11430
C 4.63124 2.27291 -1.31330
N 3.81797 2.78713 -0.38050
C 2.67818 2.19575 -0.25012
N 1.95114 2.70894 0.78286
C 2.18841 1.15740 -1.06078
N 0.91868 0.69078 -0.96606
N -2.03149 -0.04460 1.60156
H -3.42346 0.17278 4.17882
H -1.83774 -0.13634 4.90686
H -2.08864 1.31448 3.85526
H -1.64959 -2.32810 4.07230
H -0.94475 -3.75970 2.14630
H -1.02417 -2.76701 -0.15856
H -1.65901 0.90906 -0.79143
H -3.91013 -0.31668 -0.73295
H -3.31177 0.03173 -2.34281
H -3.17209 -1.58212 -1.64824
H -1.07230 -1.24276 -2.59612
H 1.09716 -1.55220 -3.47103
H 3.44491 -0.62826 -3.63482
H 5.61924 2.68822 -1.33973
H 0.98122 2.43439 0.81767
H 2.14735 3.68795 0.98249
*
```

(11)
Formula: C5H8N3O
Source: OMol25
Level of theory: the ωB97M-V functional and the def2-TZVPD basis

Properties
* HOMO-LUMO gap: 5.24 eV
* E_HOMO: -11.9955 eV
* ΔE to the lowest compared entry with this formula, charge and spin: 803.8 kJ/mol

ORCA input file:
```
! wB97M-V def2-TZVPD RIJCOSX def2/J DEFGRID3
* xyz 1 1
C -3.01264 -1.05724 0.72812
C -3.89360 -0.55204 0.10271
C 2.08882 0.94981 0.37343
C 0.96394 0.85763 -0.42575
C 3.28562 0.27507 -0.13913
N -1.34198 1.44951 0.09341
N -0.18924 1.44378 -0.01468
N -4.95288 -0.17178 -0.59683
O -2.27078 2.11844 0.30039
H -2.36198 -1.44116 1.37675
H 2.19231 1.35801 1.38259
H 1.01414 0.60450 -1.50752
H 3.42010 -0.81913 -0.11134
H 4.16851 0.71974 0.33502
H 3.41045 0.44815 -1.18040
H -5.04215 0.30188 -1.42864
H -5.60088 0.05459 0.08682
*
```

(12)
Formula: C7H8N3O3
Source: OMol25
Level of theory: the ωB97M-V functional and the def2-TZVPD basis

Properties
* HOMO-LUMO gap (alpha / beta): 5.38 / 5.97 eV
* E_HOMO (alpha / beta): -2.2707 / -2.6768 eV
* ΔE to the lowest compared entry with this formula, charge and spin: 494.8 kJ/mol

ORCA input file:
```
! wB97M-V def2-TZVPD RIJCOSX def2/J DEFGRID3
* xyz -1 1
C -1.48784 1.19861 -0.10152
C -1.42920 -0.17683 -0.07045
C 0.85798 1.33483 -0.27786
C 0.94602 -0.00363 -0.06891
C -0.36447 1.97063 -0.27349
C -0.18473 -0.86219 0.01965
C 2.37096 -0.58927 0.00273
N -1.47911 -2.77319 0.66288
N -0.25041 -2.25668 0.34772
N -0.47027 3.35617 -0.35715
O 0.80174 -3.05913 0.28425
O -1.57508 3.92078 -0.50888
O 0.58119 4.00802 -0.27267
H -2.44971 1.59443 -0.38792
H -2.22625 -0.75102 0.14245
H 1.69669 1.91568 -0.24911
H 2.36840 -1.58272 -0.41297
H 2.94001 0.06188 -0.55871
H 2.61382 -0.54211 1.04700
H -1.27647 -3.55041 1.21769
H -1.98328 -3.21388 -0.18474
*
```

Per-record DFT total energy, hartree: -840.72827, -1026.10593, -821.84712, -348.12047, -249.33776, -2438.25503, -1705.63891, -610.29050, -1089.73619, -909.77498, -434.28993, -661.36700
Per-record molar mass, g/mol: 198.2, 125.2, 205.2, 104.1, 81.1, 530.6, 344.6, 106.1, 329.4, 280.3, 126.1, 182.2